Entry 1:
# C27H21Cl3FeN5OS8

C27H21Cl3FeN5OS8 as an isolated structure at a distorted geometry (wB97M-V/def2-TZVPD, the OMol25 dataset).

Geometry as ORCA input:
```
! wB97M-V def2-TZVPD RIJCOSX def2/J DEFGRID3
* xyz 0 2
H -2.06808 -2.55012 -1.17104
H -2.79547 -2.04862 -4.21439
S 0.27322 2.02847 0.28047
C -3.21683 3.94940 1.76575
C -4.62232 -1.41392 -2.57358
C -4.63980 -2.98726 -7.68666
C 1.46107 -3.62321 -2.10841
N -0.06300 -2.23030 -0.89424
H -3.81084 -1.76803 -1.92822
C 0.40002 -4.28520 -2.69819
C -5.39344 -2.58691 -3.09746
S -7.25003 -4.02254 -4.14494
H -3.88112 -4.19032 -2.91192
H 1.77323 -0.18489 -2.73116
H 3.23735 -2.20519 -0.38228
C 0.72804 -0.11463 -2.97944
C -6.68109 -2.52958 -3.54200
C -5.16722 -0.69167 -6.22656
S -4.14502 5.16819 2.32499
C -5.94157 -0.98787 -7.33431
H -5.26348 -0.77340 -1.97031
S -2.37250 0.00986 0.40460
Cl -7.68468 -1.13959 -3.56338
C -1.07714 -2.87694 -1.46340
H -6.75261 -0.34011 -7.63541
C -1.36846 0.24624 -2.67390
C -1.23906 2.47256 0.83350
O -4.07938 -0.54681 -3.57656
Cl -2.54387 -3.71288 -6.17746
S -3.81856 2.34562 1.49178
C -0.89500 -3.90485 -2.37261
N 1.78916 -0.82367 0.13871
H 0.57734 -5.08770 -3.40200
C -3.87727 -2.65687 -6.57868
N -0.22102 0.18833 -2.03149
C 1.19200 -2.59146 -1.21828
Cl -6.65292 -2.55384 -9.42105
C -4.13340 -1.52587 -5.81417
H -1.77474 -0.41170 -5.92409
S 2.85395 0.62580 3.47828
H -2.32341 0.47834 -2.23619
H 0.82765 1.42495 4.52006
H -2.75017 0.82965 -5.12601
C 2.22359 -1.84081 -0.50634
H -5.62336 -5.82974 -3.98481
C -3.31013 -1.16035 -4.59695
C -5.67481 -2.14437 -8.04859
C 1.65097 0.77531 4.80563
C -2.25386 -0.13263 -4.98687
C -5.76204 -4.78157 -3.77644
C -4.87767 -3.90995 -3.22475
H -5.38799 0.18866 -5.63688
H 1.26877 -0.19783 5.10427
H 2.48593 -3.88260 -2.33587
N -1.20932 -0.02556 -3.98400
S -1.53676 4.10795 1.38233
C 1.90467 -0.05325 2.17330
H 0.52533 -0.48349 -5.16760
N 2.61707 -0.28586 1.09803
C 0.13219 -0.25859 -4.19160
Fe -0.10023 -0.33922 0.04656
H -4.42887 -3.88235 -8.25330
H -1.75144 -4.40428 -2.80476
S 0.23364 -0.40738 2.32621
C -2.35384 1.62432 0.88906
H 2.19800 1.22263 5.63453
*
```

The energy above the lowest of the compared OMol25 structures with the same formula, charge and spin is 1.006 eV. The value obtained for the frontier orbital gap (alpha / beta) is 0.2336 / 0.2250 Eh. The total energy is -196475.04765 eV. The calculation puts the lowest unoccupied orbital energy (alpha / beta) at -0.639 / -1.532 eV.

***

Entry 2:
# C3H7FFeO2

C3H7FFeO2 as an isolated structure at a distorted geometry (wB97M-V/def2-TZVPD, the OMol25 dataset).

Geometry as ORCA input:
```
! wB97M-V def2-TZVPD RIJCOSX def2/J DEFGRID3
* xyz 2 7
Fe -0.19894 1.77285 -1.05567
H -0.69382 -0.60844 2.28164
O 0.33169 0.28466 0.69369
C -0.35205 0.33822 1.85356
H 2.09116 -0.56203 -1.26535
H 1.03807 -1.65638 0.59023
H 0.87103 -1.65455 -1.95806
H -2.48043 1.49576 -0.17675
O 0.39605 0.35758 -2.01114
C 0.40846 -0.98280 -0.00589
H -0.06045 1.17510 2.49369
F -1.73773 2.13885 0.03203
H -0.61376 -1.38016 -0.08988
C 1.00073 -0.71866 -1.38208
*
```

The value obtained for the frontier orbital gap (alpha / beta) is 0.2245 / 0.2738 Eh. The total energy is -44399.55328 eV. The calculation puts the lowest unoccupied orbital energy (alpha / beta) at -10.381 / -13.500 eV.